Entry from OMol25: a 10-piece molecular cluster, C30H66F15N6O12P overall in a non-equilibrium geometry (ωB97M-V/def2-TZVPD).

Last column: Mulliken charge in e.
Geometry (Å):
C: 0.67665 22.59252 -11.30652  -0.6287
C: 0.13904 23.67640 -12.13256  0.6485
O: -0.88255 23.56671 -12.74297  -0.5083
N: 0.98877 24.91477 -12.33278  0.5477
H: 0.56504 25.69043 -11.82711  0.4421
H: 1.89261 24.74983 -11.85981  -0.4461
C: 1.14135 25.14901 -13.80615  -0.2926
H: 0.12843 21.67941 -11.53391  0.3777
H: 0.62262 22.71245 -10.22335  0.3898
H: 1.72454 22.37133 -11.52565  -0.0396
H: 1.54818 26.12738 -14.04617  -0.1015
H: 0.22304 25.01056 -14.37175  0.4713
H: 1.81665 24.36812 -14.15286  -0.1252
C: -0.25782 28.56761 -15.85036  -0.2777
C: 0.22928 29.98019 -16.23498  0.4382
O: -0.28862 30.98742 -15.89027  -0.4348
N: 1.43240 30.08044 -17.22398  0.5458
H: 1.79071 29.17615 -17.56286  -0.2743
H: 0.99326 30.47134 -18.05952  0.4558
C: 2.39587 31.03802 -16.60213  -0.6879
H: -1.24898 28.70035 -15.42551  0.4872
H: 0.53519 28.12555 -15.25518  -0.1650
H: -0.43710 28.10315 -16.82277  0.1270
H: 2.18187 32.08854 -16.76118  0.3410
H: 3.36648 30.75685 -17.01395  0.3313
H: 2.51754 30.79170 -15.54856  0.2970
C: -1.31480 26.38274 -22.36433  -1.0198
C: -0.79690 26.35929 -20.94684  0.5021
O: -0.13029 27.19114 -20.43665  -0.4137
N: -1.39595 25.24734 -20.11027  0.0081
H: -1.94681 25.75073 -19.40756  0.4487
H: -2.11526 24.70245 -20.58619  0.4329
C: -0.26064 24.53957 -19.41061  -1.3810
H: -2.20310 27.01727 -22.38875  0.3597
H: -1.56002 25.39537 -22.75688  0.4054
H: -0.58539 26.79518 -23.05424  0.1536
H: 0.49441 25.12027 -18.87834  0.2756
H: 0.32903 23.93688 -20.09935  0.4814
H: -0.71220 23.91840 -18.63762  0.5191
C: 6.17451 24.68133 -18.48040  -0.2219
C: 7.57004 25.26538 -18.53046  0.3304
O: 8.20233 25.66381 -17.62128  -0.4239
N: 8.27393 25.23693 -19.88697  -0.2262
H: 7.64874 25.33435 -20.68757  0.3611
H: 8.89346 26.02812 -20.07441  0.4525
C: 9.05055 23.94466 -20.17008  -0.7615
H: 6.06588 23.71666 -18.97522  0.4508
H: 5.41808 25.45499 -18.60639  -0.2085
H: 6.06944 24.40211 -17.42819  0.0995
H: 8.21390 23.25828 -20.27667  0.3463
H: 9.61752 23.67562 -19.28106  0.3283
H: 9.71957 24.18134 -20.99120  0.3791
C: 2.41101 26.58603 -23.77254  -0.7469
C: 2.95182 27.94856 -23.37127  0.4149
O: 2.33138 28.93816 -23.66558  -0.4209
N: 4.09104 28.10793 -22.42686  -0.0532
H: 4.66172 27.26764 -22.54335  0.4333
H: 4.65383 28.84663 -22.85976  0.4213
C: 3.73781 28.34535 -20.98562  -0.9812
H: 2.68772 26.43104 -24.82103  0.3670
H: 1.33608 26.65082 -23.90105  0.0700
H: 2.84042 25.80177 -23.15238  0.3810
H: 3.25833 29.32137 -20.92821  0.3447
H: 4.64635 28.49863 -20.40449  0.3888
H: 3.10123 27.54959 -20.61023  0.3240
C: 10.25085 30.74455 -15.65559  -0.8226
C: 9.35615 30.92272 -16.91036  0.4575
O: 9.73167 31.20114 -17.98551  -0.4506
N: 7.79741 30.71262 -16.61401  0.1803
H: 7.75085 30.57335 -15.58796  0.1970
H: 7.24385 31.53087 -16.85310  0.3953
C: 7.23894 29.57349 -17.46980  -1.2656
H: 10.00363 31.58843 -15.01047  0.3647
H: 11.25268 30.95323 -16.02516  0.3631
H: 10.08379 29.75956 -15.22720  0.2222
H: 8.00016 28.80957 -17.57533  0.3632
H: 7.02533 30.02661 -18.44234  0.5571
H: 6.21049 29.34684 -17.19430  0.4341
C: 0.25074 19.75051 -15.94828  -0.1536
O: 0.94229 20.35523 -17.07485  -0.3719
O: 0.22382 18.42733 -16.12989  -0.8114
C: 0.87749 20.27862 -14.63671  0.7681
F: 0.48523 19.63793 -13.52057  -0.3115
F: 2.22202 20.12888 -14.62347  -0.2751
F: 0.68482 21.59585 -14.42865  -0.1453
C: 0.62341 21.65153 -17.53899  -0.3312
C: 1.97108 22.28106 -17.90961  -0.0060
H: 2.57604 21.77449 -18.66314  0.3841
H: 1.89396 23.34770 -18.15972  -0.3311
H: 2.67255 22.27832 -17.07179  -0.1351
H: 0.11848 22.29342 -16.80715  0.2133
H: -0.09475 21.59026 -18.36630  0.4142
H: -0.69520 20.28522 -16.16588  0.2047
C: 4.29459 23.97313 -11.12411  0.0602
O: 3.81333 23.54907 -12.42871  0.0896
O: 3.29239 24.66771 -10.53733  -1.0181
C: 5.11376 22.84033 -10.41467  0.7568
F: 6.43215 23.08364 -10.33307  -0.2777
F: 4.62809 22.65111 -9.17975  -0.2755
F: 4.96157 21.64021 -11.01701  -0.2640
C: 4.69486 23.51013 -13.51062  -0.0987
C: 4.10032 22.65245 -14.66354  -0.0755
H: 4.64769 21.71121 -14.69013  0.4819
H: 3.04035 22.47345 -14.51216  -0.3793
H: 4.38196 23.13453 -15.60369  -0.2365
H: 5.64634 23.03980 -13.23014  0.4419
H: 5.06970 24.51034 -13.77139  -0.1652
H: 5.06965 24.72575 -11.34664  0.0988
C: 7.29688 28.70937 -13.86693  0.8407
O: 5.96710 28.92667 -13.31931  -0.4545
O: 7.79978 29.97447 -13.90697  -1.0159
C: 8.04820 27.59531 -13.12940  0.5809
F: 9.34106 27.49705 -13.64276  -0.3044
F: 8.30519 27.70179 -11.82382  -0.2998
F: 7.45390 26.38615 -13.23236  -0.1837
C: 5.01188 27.87285 -13.41000  0.3069
C: 3.73349 28.37692 -12.70078  -1.1864
H: 3.92038 28.66403 -11.66475  0.4893
H: 3.39661 29.30494 -13.16921  0.2482
H: 3.05182 27.53400 -12.57291  0.0544
H: 5.33427 27.06561 -12.74730  0.1180
H: 4.75956 27.41746 -14.37062  0.1725
H: 7.10770 28.35836 -14.89696  -0.5095
P: 2.79611 26.59836 -17.18398  1.8941
F: 3.68710 25.76374 -16.12917  -0.3870
F: 4.17054 27.22138 -17.84602  -0.4723
F: 2.86653 25.36274 -18.21648  -0.2557
F: 2.02930 27.56818 -18.25881  -0.9366
F: 1.40485 26.05186 -16.59499  -0.2866
F: 2.63305 27.74547 -16.03329  -0.1986

Results
Total charge ... +2
Molecular weight ... 1018.832 g mol⁻¹
Kohn-Sham gap ... 1.275 eV
Relative energy (zero: lowest compared OMol25 entry of this formula, charge and spin) ... 8.890 eV
Largest force on an atom ... 4.5 eV Å⁻¹
Highest occupied orbital energy ... -8.5 eV


Entry from OMol25: a 6-piece molecular cluster, C16H38IN5O8S overall in a non-equilibrium geometry (ωB97M-V/def2-TZVPD).

Last column: Mulliken charge in e.
Geometry (Å):
C: -5.24832 1.67501 4.20651  -0.6359
O: -3.84809 1.93617 4.07657  -0.2604
S: -3.48159 2.55733 2.59042  0.7178
O: -2.01462 2.35632 2.46662  -0.4494
O: -3.65409 4.24077 2.62460  -0.5040
I: -3.51499 4.89067 4.55294  0.2544
H: -5.35070 1.02737 5.08105  0.2479
H: -5.66527 1.14336 3.33813  0.2974
H: -5.85040 2.58338 4.33465  0.2982
C: 3.10330 0.06596 4.00783  -1.2706
C: 3.04248 0.50102 2.56628  0.8591
O: 3.93064 0.23540 1.76592  -0.6680
N: 1.95302 1.20811 2.16744  -0.0706
C: 0.80084 1.61862 2.95552  -0.9104
H: 4.02230 -0.48760 4.17541  0.2533
H: 3.09656 0.93628 4.66578  0.3921
H: 2.26069 -0.58609 4.24215  0.3487
H: 1.97982 1.46426 1.19419  0.1810
H: -0.09733 1.19771 2.51296  0.3205
H: 0.72572 2.70640 2.93085  0.2977
H: 0.88096 1.28869 3.98640  0.3195
C: 0.73879 -5.25638 3.93386  -1.3732
C: 1.32084 -3.86832 3.87085  0.9421
O: 2.12026 -3.46055 4.70186  -0.6455
N: 0.92951 -3.06485 2.84907  0.0185
C: 0.00086 -3.35508 1.77049  -0.6697
H: 1.14653 -5.77016 4.79989  0.3015
H: -0.34639 -5.20956 4.03623  0.3470
H: 1.00326 -5.82022 3.03824  0.3548
H: 1.35996 -2.15517 2.87262  0.0221
H: 0.52741 -3.24192 0.82221  0.1098
H: -0.81847 -2.63277 1.81131  0.2388
H: -0.40162 -4.35994 1.84032  0.3468
C: 3.40690 -4.06445 -2.87183  -1.3271
C: 2.60217 -3.42743 -1.76988  0.8881
O: 1.56937 -3.93239 -1.34133  -0.6628
N: 3.05648 -2.26150 -1.25336  -0.0220
C: 4.24498 -1.51170 -1.61760  -0.5890
H: 2.91828 -4.98555 -3.17842  0.3091
H: 3.46529 -3.39632 -3.73243  0.3270
H: 4.41082 -4.30400 -2.51916  0.3537
H: 2.47034 -1.89341 -0.52214  0.0547
H: 4.87950 -1.41669 -0.73367  0.3055
H: 3.94393 -0.52131 -1.94303  -0.0312
H: 4.80214 -1.99314 -2.41324  0.3620
C: -6.17226 3.75959 -1.76346  -1.3291
C: -5.57224 2.65981 -0.92729  0.7984
O: -5.92939 2.45049 0.22210  -0.6130
N: -4.60413 1.89079 -1.49121  -0.1184
C: -4.04723 1.97989 -2.82735  -0.8525
H: -6.92380 4.27882 -1.17583  0.3029
H: -5.40411 4.47665 -2.05659  0.3579
H: -6.65122 3.34422 -2.65130  0.3646
H: -4.25071 1.17770 -0.87365  0.2110
H: -4.21022 1.03314 -3.34576  0.2924
H: -2.97253 2.15814 -2.75427  0.2735
H: -4.50317 2.78172 -3.39851  0.3236
C: 2.58897 1.98103 -3.64385  -1.2554
C: 2.79085 0.76736 -4.51404  0.7977
O: 3.55114 -0.13535 -4.19994  -0.6102
N: 2.09344 0.69965 -5.67856  -0.1734
C: 1.15175 1.65966 -6.22179  -0.8385
H: 3.21031 1.88764 -2.75722  0.2686
H: 2.88189 2.88562 -4.17851  0.3764
H: 1.54624 2.05546 -3.33104  0.3182
H: 2.27907 -0.13805 -6.20588  0.2369
H: 0.18296 1.17377 -6.35410  0.2798
H: 1.50894 1.99801 -7.19626  0.2905
H: 1.03336 2.51796 -5.56876  0.3184

Results
Molecular weight ... 587.478 g mol⁻¹
Kohn-Sham gap ... 7.431 eV
Relative energy (zero: lowest compared OMol25 entry of this formula, charge and spin) ... 0.385 eV
Largest force on an atom ... 2.7 eV Å⁻¹
Highest occupied orbital energy ... -8.8 eV